{
  "formula": "C4H8N2O",
  "method": "the ωB97M-V functional and the def2-TZVPD basis",
  "elements": ["C", "C", "C", "C", "N", "N", "O", "H", "H", "H", "H", "H", "H", "H", "H"],
  "positions_angstrom": [[-2.00201, 0.60053, -0.43304], [0.53559, -0.80907, -1.40897], [1.47567, 0.62033, 0.47120], [-0.11866, -1.07135, 0.88111], [-2.11324, 0.13436, 0.65987], [0.64142, -0.53303, -0.09045], [1.07860, -0.16173, -2.30284], [-2.73413, 1.36094, -0.82667], [-1.07028, 0.46953, -1.14107], [-0.08445, -1.77533, -1.47387], [2.27053, 0.98871, -0.14579], [0.78508, 1.42507, 0.55268], [1.79720, 0.35868, 1.55910], [-0.29623, -0.77150, 1.91587], [-0.57000, -1.91280, 0.47323]],
  "forces_ev_per_angstrom": [[1.00, 2.32, -4.00], [0.03, -0.48, -1.64], [-0.68, -1.08, 1.21], [-2.43, 0.93, -1.15], [0.97, -2.38, 3.38], [2.56, 2.81, 3.63], [-0.64, -1.34, 1.18], [0.38, -0.69, 0.08], [-1.24, 0.08, 0.83], [0.63, 1.12, -0.74], [0.49, -0.54, -0.45], [-0.61, 0.85, 0.22], [-0.33, 0.23, -2.22], [1.04, -0.04, -0.58], [-1.17, -1.78, 0.27]],
  "mulliken_charge": [-0.17, 0.14, -0.89, -0.42, -0.46, 0.00, -0.56, 0.30, 0.14, 0.25, 0.33, 0.37, 0.28, 0.32, 0.35],
  "e_above_lowest_kcal_mol": 119.6,
  "total_energy_ha": -341.8131,
  "e_lumo_ev": [0.110, 0.053],
  "total_charge": 0,
  "gap_ev": [8.33, 7.68],
  "homo_energy_ev": [-8.2147, -7.6265]
}